1.
{"formula": "C5H4ClNO", "method": "the ωB97M-V functional and the def2-TZVPD basis", "smiles": "C#C[C@@]1(Cl)C=NOC1", "relative_energy_ev": 3.743, "e_homo_ev": -10.10, "total_energy_ev": -21305.950, "max_force_ev_per_a": 2.09, "homo_lumo_gap_ev": 10.6, "total_charge": 0, "e_lumo_ev": 0.51, "symbols": ["C", "C", "C", "C", "C", "H", "H", "H", "H", "N", "O", "Cl"], "positions_angstrom": [[0.043, 0.147, -0.207], [-0.632, -1.235, -0.293], [-0.654, 0.622, 1.041], [-0.169, 0.980, -1.379], [-0.359, 1.684, -2.338], [0.046, -2.028, -0.597], [-1.498, -1.174, -0.999], [-0.599, 1.643, 1.442], [-0.516, 2.249, -3.193], [-1.243, -0.295, 1.699], [-1.118, -1.490, 1.029], [1.814, 0.006, 0.134]], "forces_ev_per_angstrom": [[-0.4, -0.4, 0.0], [-0.4, 0.3, -0.5], [0.0, 0.6, 0.6], [0.0, 0.6, -0.6], [0.3, -1.3, 1.6], [0.0, 0.0, 0.1], [0.6, 0.0, 0.6], [-0.1, -0.6, -0.3], [-0.2, 0.7, -0.9], [0.3, 0.4, -0.3], [0.0, -0.4, -0.2], [0.0, 0.0, 0.0]]}

2.
{"formula": "C5H4F6N2O", "method": "the ωB97M-V functional and the def2-TZVPD basis", "relative_energy_ev": 0.000, "e_homo_ev": [-8.68, -8.68], "total_energy_ev": -26581.081, "max_force_ev_per_a": 3.84, "homo_lumo_gap_ev": [8.6, 8.6], "total_charge": 0, "e_lumo_ev": [-0.05, -0.05], "symbols": ["C", "C", "C", "C", "C", "N", "N", "O", "F", "F", "F", "F", "F", "F", "H", "H", "H", "H"], "positions_angstrom": [[-0.087, -1.521, -1.887], [0.840, 1.011, 1.054], [-1.215, 0.084, 0.305], [-1.567, 1.179, -0.629], [-2.353, -0.778, 0.632], [-0.831, -1.407, -2.795], [-0.143, 0.175, 1.104], [0.682, -1.781, -1.072], [-2.653, 1.024, -1.309], [-1.707, 2.305, 0.231], [-0.615, 1.636, -1.516], [-1.964, -1.750, 1.532], [-3.364, -0.033, 1.238], [-2.956, -1.435, -0.370], [1.693, 0.995, 1.778], [1.008, 1.680, 0.260], [-1.436, -0.593, -3.004], [-0.174, -0.436, 1.960]], "forces_ev_per_angstrom": [[0.7, -0.2, 0.7], [2.1, -0.3, 1.4], [-1.0, -0.6, -2.3], [2.1, 2.3, 2.3], [-0.4, -0.4, 1.5], [-2.6, 1.4, -2.4], [0.0, -0.2, 1.7], [1.3, -0.4, 1.3], [-1.2, -0.3, -0.5], [-0.4, -0.2, -1.1], [-0.2, -0.9, 0.4], [-0.3, 0.8, -0.3], [0.5, -0.9, -0.3], [0.3, 0.4, 0.0], [-1.4, -0.4, -0.4], [-0.5, 0.6, -1.0], [0.8, -1.1, 0.3], [0.0, 0.5, -1.3]]}

3.
{"formula": "C5H4I2", "method": "the ωB97M-V functional and the def2-TZVPD basis", "relative_energy_ev": 1.337, "e_homo_ev": [-5.35, -8.73], "total_energy_ev": -21442.913, "max_force_ev_per_a": 5.18, "homo_lumo_gap_ev": [5.6, 4.4], "spin_multiplicity": 3, "total_charge": 0, "e_lumo_ev": [0.25, -4.36], "symbols": ["C", "C", "C", "C", "C", "I", "I", "H", "H", "H", "H"], "positions_angstrom": [[-0.185, -0.626, 0.248], [0.788, 0.195, 0.431], [-1.331, -1.096, -0.001], [2.173, 0.657, 0.643], [1.238, 1.387, -0.347], [3.784, -0.583, -0.018], [0.458, 3.282, 0.006], [-2.151, -0.782, 0.487], [-1.596, -1.998, -0.682], [2.348, 1.321, 1.557], [1.489, 1.133, -1.315]], "forces_ev_per_angstrom": [[0.8, -0.8, -0.5], [4.1, 3.1, 0.7], [-0.6, -4.0, -2.8], [-4.3, 1.6, 2.3], [0.1, -1.0, 2.2], [1.9, -1.2, -0.8], [-0.1, 0.6, -0.1], [-3.0, 1.6, 1.5], [1.0, 1.3, 1.2], [0.2, -1.3, -1.2], [0.0, 0.1, -2.5]]}

4.
{"formula": "C5H4IN", "method": "the ωB97M-V functional and the def2-TZVPD basis", "smiles": "[H]/N=C(\\C)C1=C=C1I", "relative_energy_ev": 1.189, "e_homo_ev": -8.85, "total_energy_ev": -14835.291, "max_force_ev_per_a": 6.54, "homo_lumo_gap_ev": 8.8, "total_charge": 0, "e_lumo_ev": -0.02, "symbols": ["C", "C", "C", "C", "C", "N", "I", "H", "H", "H", "H"], "positions_angstrom": [[-1.496, 1.991, 0.124], [-0.769, 0.828, -0.276], [-2.128, 0.736, -0.006], [0.366, 0.036, -0.513], [1.298, -0.247, 0.641], [0.530, -0.511, -1.633], [-3.538, -0.669, 0.416], [0.792, -1.079, 1.264], [2.202, -0.509, 0.328], [1.464, 0.537, 1.499], [1.280, -1.112, -1.844]], "forces_ev_per_angstrom": [[-0.1, 0.1, -0.2], [-4.6, 0.6, 0.9], [3.2, -0.1, -0.1], [2.8, -1.2, 0.1], [-4.3, 1.3, 4.7], [-2.2, 1.1, -1.2], [-0.1, 0.3, -0.2], [0.9, 0.9, -1.1], [3.7, -1.4, -1.5], [-0.6, -0.8, -2.0], [1.4, -0.6, 0.5]]}

5.
{"formula": "C5H4N", "method": "the ωB97M-V functional and the def2-TZVPD basis", "relative_energy_ev": 4.116, "e_homo_ev": [-15.61, -15.61], "total_energy_ev": -6724.224, "max_force_ev_per_a": 5.11, "homo_lumo_gap_ev": [9.4, 9.4], "total_charge": 1, "e_lumo_ev": [-6.21, -6.21], "symbols": ["C", "C", "C", "C", "C", "N", "H", "H", "H", "H"], "positions_angstrom": [[-1.972, -1.197, -0.546], [0.460, 0.893, 0.774], [0.489, -0.306, -0.242], [-0.734, -0.906, 0.103], [-0.882, 0.440, 0.435], [-2.370, -0.049, -0.717], [-2.611, -2.137, -0.774], [0.850, 0.770, 1.717], [1.044, 1.751, 0.441], [1.070, -0.018, -1.086]], "forces_ev_per_angstrom": [[-2.5, -4.4, -0.6], [1.0, 0.1, -2.3], [-0.4, 0.4, 2.2], [3.2, 1.3, 0.6], [-1.5, -0.9, -0.8], [-0.3, 3.3, 0.3], [1.5, 1.6, 0.1], [0.0, -1.0, 2.6], [-0.9, 0.4, -0.7], [-0.1, -0.7, -1.3]]}

6.
{"formula": "C5H4N", "method": "the ωB97M-V functional and the def2-TZVPD basis", "relative_energy_ev": 5.343, "e_homo_ev": [-15.89, -15.89], "total_energy_ev": -6722.997, "max_force_ev_per_a": 6.10, "homo_lumo_gap_ev": [8.1, 8.1], "total_charge": 1, "e_lumo_ev": [-7.82, -7.82], "symbols": ["C", "C", "C", "C", "C", "N", "H", "H", "H", "H"], "positions_angstrom": [[2.358, -0.087, 0.686], [1.176, -0.904, 0.508], [0.764, 0.856, -0.604], [2.034, 0.540, -0.404], [-1.285, -0.426, 0.177], [0.041, -0.101, 0.181], [0.178, 1.545, -1.054], [-1.973, 0.437, 0.336], [-1.709, -0.702, -0.787], [-1.584, -1.157, 0.960]], "forces_ev_per_angstrom": [[-1.2, -0.5, -0.1], [0.1, 1.0, -0.6], [-3.4, -1.5, 2.1], [2.3, -1.5, 0.9], [-5.0, -0.3, 0.2], [6.0, 1.1, 0.1], [-1.1, 2.2, -2.2], [1.0, 0.1, 0.5], [0.6, -0.9, -0.3], [0.7, 0.3, -0.7]]}

7.
{"formula": "C5H4N2", "method": "the ωB97M-V functional and the def2-TZVPD basis", "smiles": "C#Cc1ccn[nH]1", "relative_energy_ev": 3.447, "e_homo_ev": -9.59, "total_energy_ev": -8226.047, "max_force_ev_per_a": 1.22, "homo_lumo_gap_ev": 9.5, "total_charge": 0, "e_lumo_ev": -0.08, "symbols": ["C", "C", "C", "C", "C", "N", "N", "H", "H", "H", "H"], "positions_angstrom": [[2.895, 0.460, 0.046], [1.689, 0.284, 0.278], [0.308, 0.061, 0.288], [-0.408, -1.073, -0.050], [-1.738, -0.633, -0.101], [-1.841, 0.667, 0.178], [-0.600, 1.069, 0.394], [2.707, 0.380, -1.045], [0.009, -2.048, -0.259], [-2.625, -1.203, -0.331], [-0.397, 2.035, 0.602]], "forces_ev_per_angstrom": [[-0.8, -0.2, -0.1], [0.2, 0.0, 0.1], [-0.2, 0.0, 0.1], [0.0, 0.0, 0.1], [-0.2, 0.0, 0.0], [0.1, -0.2, 0.0], [0.0, 0.1, 0.1], [1.1, 0.2, -0.4], [-0.1, 0.2, 0.1], [0.1, 0.1, 0.0], [-0.1, -0.1, 0.0]]}

8.
{"formula": "C5H4N2", "method": "the ωB97M-V functional and the def2-TZVPD basis", "smiles": "N#C[C@]12C=C[C@H]1N2", "relative_energy_ev": 3.930, "e_homo_ev": -9.38, "total_energy_ev": -8225.563, "max_force_ev_per_a": 4.06, "homo_lumo_gap_ev": 10.1, "total_charge": 0, "e_lumo_ev": 0.76, "symbols": ["C", "C", "C", "C", "C", "N", "N", "H", "H", "H", "H"], "positions_angstrom": [[1.957, 0.168, -0.056], [-1.384, 0.643, 0.310], [-0.527, 1.260, -0.496], [-0.511, -0.594, 0.533], [0.480, 0.069, -0.381], [3.007, 0.135, 0.378], [-0.173, -1.199, -0.773], [-2.413, 0.638, 0.743], [-0.641, 2.120, -1.067], [-0.180, -1.257, 1.326], [0.385, -1.982, -0.518]], "forces_ev_per_angstrom": [[-4.0, -0.5, -0.7], [-1.3, -1.7, 1.6], [0.0, -2.3, 1.0], [1.2, 0.3, -0.6], [2.0, 0.4, 0.8], [1.6, 0.1, 0.3], [-1.2, 1.4, -0.8], [0.9, 1.0, -0.9], [0.3, 1.3, -1.1], [-0.5, 0.8, 0.6], [1.1, -0.7, -0.2]]}

9.
{"formula": "C5H4N2", "method": "the ωB97M-V functional and the def2-TZVPD basis", "smiles": "C#Cc1ccn[nH]1", "relative_energy_ev": 3.727, "e_homo_ev": -9.42, "total_energy_ev": -8225.766, "max_force_ev_per_a": 0.92, "homo_lumo_gap_ev": 9.7, "total_charge": 0, "e_lumo_ev": 0.32, "symbols": ["C", "C", "C", "C", "C", "N", "N", "H", "H", "H", "H"], "positions_angstrom": [[2.949, 0.296, 0.118], [1.709, 0.261, 0.197], [0.303, 0.141, 0.173], [-0.468, -0.931, -0.229], [-1.783, -0.437, -0.161], [-1.825, 0.818, 0.268], [-0.547, 1.158, 0.442], [2.776, -0.519, -0.663], [-0.111, -1.904, -0.537], [-2.700, -0.952, -0.408], [-0.304, 2.069, 0.800]], "forces_ev_per_angstrom": [[-0.7, -0.4, -0.1], [0.3, 0.1, 0.2], [-0.3, 0.0, 0.1], [0.0, 0.0, 0.1], [-0.2, 0.0, 0.0], [0.0, -0.2, -0.1], [0.0, 0.1, 0.1], [0.9, 0.1, -0.2], [-0.1, 0.2, 0.1], [0.1, 0.1, 0.1], [-0.1, -0.1, -0.1]]}